# 1
DFT (ωB97M-V with the def2-TZVPD basis set) results for a molecular structure, C47H46N7O3PRbS4.

As for the electronic energy: -119347.7157 eV. As for the charge: -1. The value obtained for the relative energy (zero: lowest compared OMol25 entry of this formula, charge and spin) is 61.74 kcal per mole. The calculation puts the gap between HOMO and LUMO (spin up / spin down) at 4.93 / 6.42 eV.

Each line ends with the Mulliken charge.
CARTESIAN COORDINATES (ANGSTROEM)
Rb (-1.50, 1.27, -0.72)  0.985
N (-0.50, -0.07, -3.35)  0.432
C (0.43, -1.00, -3.77)  -0.378
C (0.82, -1.03, -5.11)  -0.902
C (1.78, -1.93, -5.55)  -0.572
C (2.37, -2.82, -4.67)  -0.869
C (2.00, -2.79, -3.33)  0.022
C (1.04, -1.89, -2.86)  0.428
P (0.61, -1.74, -1.09)  0.371
C (2.05, -2.53, -0.28)  0.279
C (3.21, -1.77, -0.18)  -0.296
C (4.34, -2.29, 0.42)  -0.551
C (4.33, -3.58, 0.94)  -0.579
C (3.17, -4.34, 0.86)  -0.816
C (2.03, -3.82, 0.24)  -0.147
C (-0.71, -2.99, -0.88)  1.408
C (-1.50, -2.90, 0.27)  -0.293
C (-2.52, -3.81, 0.50)  -0.671
C (-2.81, -4.79, -0.45)  -0.698
C (-2.05, -4.87, -1.61)  -0.731
C (-1.00, -3.98, -1.82)  -0.766
H (-1.12, -0.39, -2.62)  -0.528
H (-1.03, 0.42, -4.07)  0.251
H (0.36, -0.33, -5.80)  0.524
H (2.06, -1.93, -6.60)  0.356
H (3.12, -3.52, -5.01)  0.413
H (2.47, -3.47, -2.63)  0.499
H (3.22, -0.75, -0.55)  0.339
H (5.23, -1.68, 0.49)  0.442
H (5.21, -3.99, 1.42)  0.372
H (3.15, -5.35, 1.26)  0.370
H (1.13, -4.42, 0.17)  0.427
H (-1.32, -2.09, 0.97)  0.303
H (-3.12, -3.72, 1.39)  0.388
H (-3.63, -5.47, -0.29)  0.352
H (-2.28, -5.62, -2.35)  0.385
H (-0.41, -4.05, -2.72)  0.396
O (-2.50, 1.68, -4.80)  -0.860
C (-3.11, 2.15, -3.83)  0.647
O (-3.26, 1.56, -2.71)  -0.421
C (-3.72, 3.52, -3.89)  -0.459
C (-3.63, 4.29, -5.04)  -0.308
C (-4.17, 5.56, -5.08)  -0.627
C (-4.81, 6.06, -3.95)  -0.435
C (-4.91, 5.29, -2.80)  -0.602
C (-4.36, 4.01, -2.75)  0.713
S (-4.46, 3.03, -1.32)  -0.296
H (-3.11, 3.87, -5.90)  0.436
H (-4.10, 6.17, -5.98)  0.370
H (-5.24, 7.05, -3.96)  0.346
H (-5.40, 5.69, -1.92)  0.395
C (-2.82, 1.47, 2.81)  -0.711
C (-3.67, 0.42, 2.20)  0.129
N (-3.61, 0.03, 0.97)  0.690
C (-4.54, -0.95, 0.69)  -0.442
C (-5.30, -1.33, 1.75)  -0.628
S (-4.87, -0.42, 3.13)  -0.322
C (-4.67, -1.49, -0.67)  -0.139
C (-5.77, -2.14, -1.12)  -0.477
S (-5.55, -2.58, -2.75)  -0.326
C (-3.97, -1.87, -2.72)  0.285
N (-3.65, -1.35, -1.58)  0.527
C (-3.14, -1.85, -3.96)  -0.397
H (-2.91, 2.40, 2.24)  0.207
H (-1.77, 1.18, 2.78)  -0.028
H (-3.10, 1.66, 3.85)  0.439
H (-6.07, -2.09, 1.79)  0.451
H (-6.69, -2.34, -0.59)  0.469
H (-3.59, -2.46, -4.74)  0.571
H (-2.14, -2.22, -3.75)  -0.186
H (-3.06, -0.82, -4.32)  -0.023
N (2.10, -1.56, 3.09)  0.295
C (2.42, -0.16, 3.18)  -0.126
C (1.28, 0.44, 2.36)  -2.089
N (0.16, -0.49, 2.54)  0.026
C (0.71, -1.58, 2.90)  -0.992
H (2.47, -2.19, 3.79)  0.333
H (2.44, 0.17, 4.22)  0.043
H (1.60, 0.35, 1.31)  0.319
H (0.17, -2.51, 3.04)  0.443
C (1.92, 1.76, 7.27)  -1.409
C (1.86, 2.30, 5.85)  0.212
C (0.62, 1.78, 5.11)  -0.876
N (0.37, 2.26, 3.77)  0.050
C (1.14, 1.94, 2.60)  1.265
S (0.47, 2.87, 1.21)  -0.607
N (2.62, 2.31, 2.76)  -0.103
C (3.62, 1.54, 2.23)  0.148
O (3.65, 0.21, 2.60)  -0.381
C (4.71, 2.00, 1.47)  0.926
C (4.69, 3.29, 0.86)  -0.823
C (5.78, 3.73, 0.13)  -0.625
C (6.91, 2.93, -0.04)  -0.557
C (6.93, 1.66, 0.54)  -0.612
C (5.86, 1.20, 1.28)  -0.350
H (2.78, 2.14, 7.82)  0.400
H (1.98, 0.67, 7.27)  0.298
H (1.02, 2.03, 7.84)  0.332
H (2.77, 2.03, 5.31)  -0.018
H (1.82, 3.39, 5.86)  0.382
H (-0.26, 2.06, 5.71)  0.557
H (0.63, 0.68, 5.11)  0.066
H (0.04, 3.21, 3.71)  0.289
H (2.72, 3.29, 2.52)  0.336
H (3.80, 3.90, 0.92)  0.334
H (5.73, 4.71, -0.33)  0.382
H (7.75, 3.29, -0.62)  0.368
H (7.80, 1.03, 0.41)  0.375
H (5.90, 0.22, 1.74)  0.457

# 2
DFT (ωB97M-V with the def2-TZVPD basis set) results for a molecular structure, C47H47Cl2CrN3O4PSi at a distorted geometry.

The spin multiplicity is 4. As for the electronic energy: -132796.8568 eV. As for the charge: 0. The value obtained for the relative energy (zero: lowest compared OMol25 entry of this formula, charge and spin) is 24.94 kcal per mole. The calculation puts the gap between HOMO and LUMO (spin up / spin down) at 7.25 / 7.01 eV.

Each line ends with the Mulliken charge.
CARTESIAN COORDINATES (ANGSTROEM)
Cr (0.52, -0.38, 0.64)  0.392
C (1.60, -2.42, 3.52)  -1.230
Si (0.56, -0.95, 3.97)  0.359
C (-0.66, -1.57, 5.25)  -1.299
C (1.72, 0.25, 4.78)  -1.162
N (-0.34, -0.41, 2.57)  0.410
C (-1.48, 0.41, 2.81)  -0.337
C (-1.54, 1.31, 3.89)  0.245
C (-2.70, 2.01, 4.23)  -1.226
C (-3.84, 1.84, 3.49)  -0.986
C (-3.82, 1.00, 2.38)  -0.770
C (-2.65, 0.34, 2.03)  0.782
O (-2.51, -0.48, 0.90)  0.852
C (-3.57, -0.90, 0.10)  -0.006
C (-3.77, -2.27, 0.03)  -0.584
C (-4.74, -2.79, -0.83)  -0.918
C (-5.51, -1.93, -1.60)  -0.753
C (-5.30, -0.56, -1.52)  -0.870
C (-4.32, -0.04, -0.68)  0.703
H (1.97, -2.87, 4.46)  0.606
H (2.48, -2.15, 2.93)  0.240
H (1.04, -3.19, 2.98)  0.152
H (-0.12, -2.08, 6.06)  0.420
H (-1.36, -2.29, 4.80)  0.312
H (-1.25, -0.76, 5.70)  0.334
H (1.89, -0.07, 5.81)  0.447
H (1.35, 1.28, 4.81)  0.309
H (2.68, 0.26, 4.26)  0.253
H (-0.65, 1.44, 4.50)  0.249
H (-2.68, 2.68, 5.08)  0.459
H (-4.76, 2.35, 3.75)  0.422
H (-4.72, 0.85, 1.81)  0.464
H (-3.17, -2.92, 0.66)  0.553
H (-4.89, -3.86, -0.87)  0.448
H (-6.27, -2.33, -2.27)  0.430
H (-5.89, 0.12, -2.13)  0.509
H (-4.17, 1.03, -0.63)  0.062
Cl (3.68, 3.01, 2.59)  -0.264
C (2.05, 3.26, 2.04)  0.256
C (1.50, 4.56, 2.10)  -0.255
C (0.25, 4.82, 1.63)  0.431
Cl (-0.37, 6.45, 1.71)  -0.281
C (-0.53, 3.79, 1.06)  0.304
C (-1.82, 3.93, 0.51)  -1.673
C (-2.45, 2.85, -0.02)  -1.115
C (-1.80, 1.60, -0.02)  0.281
N (-0.61, 1.41, 0.49)  1.366
C (0.02, 2.50, 1.04)  -0.096
C (1.33, 2.21, 1.53)  -0.926
O (1.70, 0.97, 1.41)  0.519
H (2.10, 5.36, 2.52)  0.523
H (-2.29, 4.91, 0.51)  0.493
H (-3.44, 2.94, -0.47)  0.523
H (-2.28, 0.73, -0.46)  -0.386
O (-0.91, -2.75, 1.43)  -0.760
N (-0.28, -2.23, 0.33)  1.486
C (-0.04, -3.12, -0.54)  -1.991
C (0.39, -2.95, -1.94)  1.258
C (0.46, -4.15, -2.64)  -0.547
C (0.64, -4.18, -4.01)  -0.840
C (0.67, -2.99, -4.71)  -0.915
C (0.61, -1.78, -4.02)  -0.544
C (0.55, -1.73, -2.63)  0.001
P (0.65, -0.09, -1.77)  4.103
C (2.13, 0.81, -2.35)  0.059
C (2.70, 0.67, -3.61)  -1.053
C (3.80, 1.44, -3.98)  -0.699
C (4.34, 2.37, -3.10)  -0.862
C (3.77, 2.52, -1.84)  -0.403
C (2.68, 1.74, -1.47)  0.549
C (-0.67, 0.82, -2.72)  -0.204
C (-1.92, 0.22, -2.96)  0.190
C (-2.91, 0.88, -3.67)  -0.859
C (-2.69, 2.17, -4.14)  -0.785
C (-1.47, 2.80, -3.88)  -0.931
C (-0.48, 2.13, -3.18)  -0.800
H (-0.83, -1.94, 2.03)  0.153
H (-0.31, -4.13, -0.24)  0.348
H (0.35, -5.07, -2.08)  0.468
H (0.71, -5.13, -4.53)  0.420
H (0.74, -2.99, -5.79)  0.432
H (0.58, -0.86, -4.58)  0.472
H (2.33, -0.06, -4.32)  0.181
H (4.24, 1.31, -4.96)  0.428
H (5.19, 2.97, -3.40)  0.362
H (4.18, 3.23, -1.14)  0.482
H (2.28, 1.84, -0.48)  -0.408
H (-2.12, -0.78, -2.58)  0.442
H (-3.86, 0.39, -3.85)  0.540
H (-3.46, 2.69, -4.71)  0.405
H (-1.30, 3.81, -4.23)  0.454
H (0.46, 2.63, -2.99)  0.451
C (4.16, -1.64, -1.38)  -1.532
C (3.37, -1.67, -0.08)  0.769
C (4.14, -0.87, 0.96)  -1.414
C (3.22, -3.13, 0.35)  -1.368
O (2.06, -1.13, -0.34)  -0.105
H (5.12, -2.14, -1.24)  0.482
H (3.61, -2.17, -2.17)  0.250
H (4.34, -0.62, -1.71)  0.223
H (5.11, -1.33, 1.15)  0.610
H (3.60, -0.79, 1.90)  0.016
H (4.30, 0.15, 0.61)  0.150
H (4.19, -3.54, 0.66)  0.490
H (2.84, -3.73, -0.48)  0.276
H (2.53, -3.21, 1.19)  0.100

Question: Among the records above, which one has the highest charge?
Answer: C47H47Cl2CrN3O4PSi